Record 1
{
  "formula": "C12H31N6O2",
  "method": "ωB97M-V with the def2-TZVPD basis set",
  "gap_ha": 0.290,
  "max_force_ha_per_bohr": 0.159,
  "lumo_ev": -3.715,
  "total_energy_ev": -25969.499,
  "mol_weight_g_mol": 291.420,
  "homo_ev": -11.61,
  "charge": 1,
  "elements": ["C", "H", "H", "H", "H", "H", "N", "C", "H", "H", "H", "H", "H", "C", "N", "C", "N", "H", "H", "H", "N", "C", "H", "H", "N", "H", "C", "H", "H", "C", "H", "H", "H", "H", "H", "H", "H", "C", "H", "C", "O", "H", "N", "C", "C", "O", "H", "H", "H", "C", "H"],
  "positions_angstrom": [[-2.48231, -4.01763, -1.25021], [-4.59456, -4.11554, -0.72880], [3.16988, 3.18274, 2.76616], [-1.65165, -6.63115, 0.61417], [3.61355, 2.03303, -2.45577], [-4.26936, -3.52884, -2.36308], [-1.22732, 3.44250, 2.72086], [-3.91281, -3.50884, -1.32785], [1.32908, 1.92130, -0.68781], [2.80940, 3.07362, 0.91414], [-1.84862, -3.37814, -1.87270], [0.53202, 4.67416, 2.98205], [2.10365, -0.04359, 3.38215], [3.17675, 0.33386, 3.08798], [-2.44458, 1.24112, 2.05026], [2.61249, 2.51356, 1.94978], [0.14010, 3.73000, 2.68543], [-3.21040, -6.43316, -0.18511], [-3.35938, 1.72816, 2.26852], [0.22014, 3.48799, -2.26476], [0.05016, 1.36701, 1.87386], [-2.66384, -6.23129, 0.73892], [-3.15843, -6.77728, 1.54826], [4.18193, 3.53364, -3.16359], [-2.45685, -0.07927, 1.60027], [4.10725, 1.76176, -4.88834], [-1.30290, 2.00490, 2.21956], [-2.18698, -0.64901, 2.43368], [3.63466, 0.97040, 3.96811], [1.05278, 1.60063, -1.69961], [-2.39994, -5.02742, -1.66274], [3.83979, -0.63741, 2.88792], [-3.97426, -2.47999, -0.95290], [2.96578, 3.06865, -5.27989], [-3.61594, -4.34362, 1.22780], [0.08322, 1.09336, -1.65638], [-2.02267, 4.07103, 3.01455], [0.98109, 2.54380, 2.16902], [1.79654, 0.87076, -2.02494], [0.98367, 2.79683, -2.63533], [-1.93597, -3.97705, 0.06582], [-2.06043, -4.60580, 1.99431], [3.20586, 1.13012, 1.80008], [-2.61222, -4.74674, 1.05749], [3.18785, 2.26353, -4.57106], [2.20196, 3.53363, -2.70576], [0.66557, 2.49560, -3.63768], [2.37189, 1.53991, -4.63340], [2.81628, 0.60237, 0.98790], [3.34806, 2.82187, -3.16727], [-1.78997, -0.22007, 0.80595]]
}

Record 2
{
  "formula": "C2HBrI2",
  "method": "ωB97M-V with the def2-TZVPD basis set",
  "gap_ha": 0.325,
  "max_force_ha_per_bohr": 0.148,
  "de_lowest_ev": 0.499,
  "lumo_ev": -0.178,
  "total_energy_ev": -88332.431,
  "mol_weight_g_mol": 358.742,
  "homo_ev": -9.01,
  "charge": 0,
  "elements": ["C", "H", "I", "Br", "I", "C"],
  "positions_angstrom": [[-0.06167, 0.50120, 0.66016], [0.39908, 1.36398, 0.70658], [-0.89775, -1.91632, -1.02060], [-1.71186, 0.32373, 1.57029], [2.01452, 0.07158, -1.50517], [0.25768, -0.34418, -0.41127]]
}

Record 3
{
  "formula": "C8H22F2N6O12S",
  "method": "ωB97M-V with the def2-TZVPD basis set",
  "gap_ha": 0.329,
  "max_force_ha_per_bohr": 0.166,
  "lumo_ev": -1.962,
  "total_energy_ev": -58414.895,
  "mol_weight_g_mol": 464.357,
  "homo_ev": -10.90,
  "smiles": "CC[C@@H](F)NS(=O)(=O)F.C[N+](=O)[O-].C[N+](=O)[O-].C[N+](=O)[O-].C[N+](=O)[O-].C[N+](=O)[O-]",
  "charge": 0,
  "elements": ["H", "H", "O", "C", "H", "N", "H", "O", "O", "H", "N", "H", "C", "N", "O", "H", "H", "O", "O", "H", "O", "H", "C", "H", "F", "C", "O", "H", "H", "H", "H", "N", "H", "O", "H", "H", "F", "C", "O", "N", "H", "N", "C", "O", "O", "H", "C", "C", "H", "S", "H"],
  "positions_angstrom": [[0.59181, -3.66790, 1.46233], [2.32172, 3.56791, 2.83421], [4.60027, -0.61053, 0.76619], [-3.82745, -3.01822, -0.06632], [-4.59417, 1.94917, -3.11444], [-6.69993, 1.83815, -3.22100], [0.17477, 1.46113, -3.28376], [2.46839, -1.90534, 1.86973], [4.92952, 1.30609, 1.80138], [-0.12165, 1.78645, -0.81288], [4.79905, 0.07674, 1.77470], [0.84145, 2.53956, 2.89101], [1.55156, 3.13070, 3.47283], [2.22924, -2.52656, 0.82769], [-2.18895, -3.86376, -1.48137], [1.79846, 0.81098, -0.04542], [-4.59824, -3.65205, -0.50943], [2.50177, -2.15294, -0.31911], [-7.76261, 2.47033, -3.21698], [1.87477, -1.04761, -2.22250], [-2.53312, 2.53925, -0.48926], [1.03360, 3.90749, 4.03940], [1.73466, 0.11940, -2.30264], [-5.40770, 3.31993, -3.94283], [-0.49675, -0.57974, -3.24206], [2.47956, 0.79694, -1.00742], [-1.84820, -3.98509, 0.69179], [-3.79591, -2.03746, -0.54510], [2.72567, 1.91048, -1.29521], [-5.49056, 3.16938, -2.14773], [3.46178, 0.17776, -0.76040], [2.22788, 2.20976, 4.42583], [1.40439, -4.27551, -0.02007], [-6.58566, 0.61078, -3.31861], [5.72067, -1.34957, 3.00062], [5.06483, 0.07951, 3.86928], [-3.35084, 0.09175, -1.01096], [0.16198, 0.55993, -2.50090], [2.86291, 1.26853, 3.93616], [-0.56352, 0.91641, -1.22211], [2.34974, 0.44561, -3.27089], [-2.51413, -3.67610, -0.30324], [4.88879, -0.64595, 3.07216], [-2.54967, 1.90680, -2.90058], [2.10499, 2.45319, 5.63192], [2.19699, -4.48138, 1.57883], [-5.44707, 2.63102, -3.09668], [1.55152, -3.84323, 0.97199], [3.94100, -1.16567, 3.22617], [-2.23457, 1.35060, -1.48424], [-3.98301, -2.91720, 1.00992]]
}

Record 4
{
  "formula": "C39H61Br20IO4SSi",
  "method": "ωB97M-V with the def2-TZVPD basis set",
  "gap_ha": 0.274,
  "max_force_ha_per_bohr": 0.067,
  "lumo_ev": -1.342,
  "total_energy_ev": -1477283.035,
  "mol_weight_g_mol": 2379.050,
  "homo_ev": -8.80,
  "charge": 0,
  "elements": ["C", "H", "H", "H", "C", "H", "C", "H", "H", "C", "C", "Br", "H", "Br", "Br", "H", "C", "C", "Br", "O", "H", "H", "Br", "C", "S", "C", "H", "H", "H", "C", "H", "H", "H", "C", "C", "C", "O", "H", "C", "H", "C", "H", "O", "C", "H", "Br", "Br", "H", "H", "H", "H", "Br", "H", "C", "Br", "C", "C", "C", "C", "C", "C", "H", "H", "H", "C", "H", "C", "Br", "H", "Br", "H", "C", "C", "C", "H", "C", "H", "C", "C", "Br", "H", "O", "Br", "Br", "H", "C", "C", "H", "Br", "H", "H", "H", "H", "H", "H", "H", "C", "H", "H", "H", "H", "H", "Br", "Br", "H", "C", "H", "Si", "H", "H", "H", "C", "H", "C", "Br", "H", "H", "C", "H", "Br", "C", "H", "Br", "H", "H", "H", "I"],
  "positions_angstrom": [[-4.84878, 1.30961, -0.70496], [-4.51285, 4.63700, 5.49872], [4.70985, -1.95316, -3.04509], [-5.46607, -8.89271, 5.45861], [-2.51771, 4.88583, -2.51631], [2.70250, 1.44724, 1.64902], [-6.79248, -9.39389, 3.84535], [-7.16158, -8.48881, 5.79414], [8.89951, 2.14742, 0.59904], [-7.31578, 1.54119, 0.04544], [-9.98903, 6.09549, 1.07229], [-4.06854, 3.63946, 3.28483], [4.86291, 0.71967, -4.58116], [9.76458, 2.22661, -3.13593], [-2.02661, 3.03797, -2.18382], [7.72730, 2.39614, -1.71352], [0.73154, -3.28086, -2.75362], [-0.09140, 1.71735, 0.32641], [7.73835, -6.28529, -7.12069], [-3.39466, -1.36405, -1.83803], [0.69202, -4.35528, -3.09300], [5.34682, 0.56798, -2.87813], [8.70868, -0.08358, -0.43671], [-0.33125, -1.25910, -0.50107], [-0.16328, 3.43460, 0.88772], [9.30207, 1.77242, -0.34237], [-7.06923, -5.12039, 0.46156], [3.42495, 3.00061, 6.37030], [1.89732, -3.48079, 0.28757], [4.11576, 3.04533, 1.11319], [10.38811, 1.75478, -0.28638], [11.92072, -0.20686, -3.34118], [-6.11668, -1.82923, 0.31176], [-7.69537, -5.27669, 1.33765], [-3.56060, -0.99028, -0.71047], [6.84521, -4.79731, -6.23325], [-2.59945, -1.39863, 0.26574], [0.43166, -3.96150, 1.23616], [2.98774, 3.82512, 5.81199], [-6.16490, -9.23666, 2.97095], [-6.08135, -0.70855, 0.10085], [-0.54765, 3.45653, 2.21634], [1.91869, -0.80239, -1.24060], [11.02863, -1.92727, -2.41729], [-6.09318, 3.23544, -0.66214], [-6.03465, -6.70528, 4.46661], [9.45727, -3.05326, -2.64172], [-2.59019, 5.01540, -3.59367], [2.14119, 3.06242, -0.54753], [-6.77242, -10.44892, 4.11772], [5.19860, 2.88900, 0.87038], [-7.94802, 4.12972, 0.62801], [-3.79119, 4.82716, -0.76157], [-6.39882, -8.53706, 5.02059], [-8.62853, -9.04356, 3.29716], [8.77709, 2.58586, -1.49844], [-2.65153, 5.52813, 4.90426], [-1.41585, -0.66945, 0.08064], [0.93001, -0.35143, -0.69340], [-4.82311, -0.13565, -0.42459], [0.88990, -3.99205, 0.21375], [7.23830, -3.37588, -4.67460], [5.83622, -5.12814, -5.99761], [-3.96032, 6.28466, -1.76287], [11.18551, -0.97711, -3.57413], [2.04912, 4.11942, 6.28287], [2.30254, 1.95370, -0.48256], [-11.45102, 5.18929, 0.15828], [-7.93073, 6.59971, 0.72121], [2.48163, 3.12438, 4.06625], [-3.95980, 1.85634, -1.12814], [3.90753, 5.01070, 5.67867], [4.26256, -1.13544, -3.60619], [-3.78229, 5.20939, -1.78137], [4.04811, 3.30366, 2.20842], [-7.27896, 0.09290, 0.32940], [8.92002, 3.65006, -1.31130], [3.30767, 1.73329, 0.74538], [-3.57247, 4.34219, 5.03271], [11.88665, -1.88732, -5.15005], [11.88033, -2.59203, -2.28784], [-2.28959, 1.29824, 1.14489], [-0.84013, 4.96808, 4.45550], [7.37787, -5.55404, -3.52065], [-8.77647, 6.04582, -0.73899], [7.61679, -4.33547, -5.02474], [0.99842, 1.14009, -0.26298], [-1.68618, 5.48369, -2.14161], [-6.94048, -2.58049, 1.95066], [-10.27413, 7.14731, 1.09143], [10.85755, -1.37948, -1.49213], [-8.22679, -0.34359, 0.73325], [4.00161, 5.53047, 6.63195], [2.83429, 1.60515, -1.40917], [3.35320, -0.80960, -3.10158], [-2.34018, -3.80364, -2.21190], [-7.30289, -4.41672, 2.50953], [8.68687, -4.25571, -5.20104], [-9.96440, 5.71167, 2.08978], [-8.06519, -4.36954, 3.28406], [0.22957, -2.66728, -3.55122], [-2.50478, -3.91915, -0.35848], [-5.31946, 4.44679, -2.69050], [6.97525, -0.58282, -4.33512], [1.09389, -5.05282, -0.11409], [-8.68584, 5.91287, 0.33676], [-2.96470, 6.23375, 4.13810], [-0.17955, -3.07130, -1.09192], [-8.27940, 2.15863, 0.20599], [-2.56110, 6.04934, 5.85737], [-7.67246, -6.33129, 1.61388], [-6.06355, 2.13232, -0.46659], [3.74638, 3.93807, 0.53490], [5.19942, 0.02630, -3.81313], [3.66256, -1.87450, -5.30771], [1.82528, -3.03147, -2.64764], [10.25300, -0.50442, -3.86958], [-1.81796, -4.01703, -1.23506], [-3.13664, 3.51874, 5.59392], [-9.53332, -4.93396, 0.79133], [-1.35313, 0.81212, 0.55049], [6.79906, -4.00608, -6.98130], [5.71733, 4.45501, 5.22060], [-1.54268, -5.11519, -1.29153], [3.58922, 5.71640, 4.91450], [-6.36897, -4.76923, 2.94669], [4.74662, 0.11961, 0.35351]]
}